(1)
A gas-phase ion, C6H10F3N4O (charge +1). Source: the Open Molecules 2025 dataset; level of theory: ωB97M-V with the def2-TZVPD basis set.

## Properties
**HOMO energy**: -14.37 eV
**Charge**: +1
**Multiplicity**: 1
**Kohn-Sham gap**: 0.3677 Ha
**Energy**: -22535.2711 eV

Atoms and positions in Å:
C1 -0.3823 -1.8983 1.8856
C2 -0.1039 -0.3214 1.8079
O1 1.2758 -0.1058 1.4471
C3 -1.0636 0.3622 0.6864
N1 -0.2981 0.3387 -0.5909
C4 -0.2385 -0.7516 -1.5059
N2 -0.8280 -1.9653 -1.4859
N3 0.5903 -0.4381 -2.6651
C5 0.9763 0.8946 -2.3461
N4 0.4474 1.3504 -1.0909
C6 0.7155 2.7052 -0.6125
F1 -0.0918 3.6451 -1.2876
F2 0.6894 2.8522 0.7611
F3 2.0341 3.0178 -1.0160
H1 -0.0136 -2.4406 0.9505
H2 -1.4970 -2.1047 1.9905
H3 0.1584 -2.3719 2.7781
H4 -0.2609 0.1484 2.8439
H5 1.8448 -0.7763 1.8716
H6 -1.3722 1.4207 0.9957
H7 -2.0048 -0.2646 0.6035
H8 -0.3414 -2.8658 -1.4931
H9 -1.8606 -1.9762 -1.5012
H10 1.6247 1.5449 -3.0266

Forces on the atoms, in the same order (eV/Å):
-0.05 0.01 0.12
-0.01 -1.16 0.71
-0.66 -0.06 -0.06
0.57 -0.08 1.72
-1.44 -2.75 -1.36
2.66 2.36 -2.27
-1.85 0.29 1.08
-0.65 4.85 4.98
-0.89 -2.44 0.16
1.55 -0.75 -3.28
1.79 2.63 0.04
1.47 -2.39 2.12
-0.69 -0.53 -3.27
-2.94 -0.90 0.80
-0.47 0.94 1.23
1.41 0.24 -0.01
-0.80 0.83 -1.18
-0.23 -0.56 -1.60
-0.55 0.44 -0.17
0.64 -1.48 -0.81
1.26 0.83 -0.25
-0.06 0.93 -0.33
1.05 -0.28 0.28
-1.10 -0.97 1.38



(2)
A molecular structure, C6H10F5N2O2. Source: the Open Molecules 2025 dataset; level of theory: ωB97M-V with the def2-TZVPD basis set.

## Properties
**HOMO energy**: -13.85 eV
**Charge**: +1
**Multiplicity**: 1
**Kohn-Sham gap**: 0.3269 Ha
**Energy**: -27038.0616 eV
**ΔE to the lowest compared entry with this formula, charge and spin**: 41.22 kJ/mol

Atoms and positions in Å:
C1 2.4375 1.0079 -0.6801
C2 4.4878 2.3828 -1.1605
C3 -1.7477 -0.4955 -1.0642
C4 -3.9477 -0.6590 0.1335
C5 2.0980 -0.8574 0.8651
C6 1.9789 -2.0759 -0.0529
N1 3.2647 1.8328 -0.6661
N2 -2.6361 -0.7940 0.0911
O1 1.4821 0.3247 -0.4907
O2 3.0942 -0.4466 1.3189
F1 0.8659 -0.6893 1.4662
F2 2.5900 -1.8392 -1.2396
F3 0.6886 -2.3692 -0.3787
F4 2.4330 -3.1682 0.5343
F5 -2.1650 -3.4721 1.2578
H1 4.7039 2.2221 -2.2065
H2 4.5451 3.5612 -0.9972
H3 5.3232 1.8729 -0.5014
H4 -0.7365 -0.4411 -0.8238
H5 -1.8040 -1.4265 -1.5327
H6 -2.0609 0.3985 -1.5856
H7 -4.4771 -0.3026 -0.6164
H8 -4.5213 -1.0008 0.9861
H9 -2.1027 -1.2505 0.8381
H10 -1.9509 -4.1106 1.8467

Forces on the atoms, in the same order (eV/Å):
-0.15 1.57 0.05
2.40 1.61 2.30
-1.87 0.34 0.56
5.29 -2.32 3.61
-1.25 -1.53 1.26
-0.83 -0.55 -1.53
0.32 0.08 -0.91
-2.11 0.80 0.22
-0.61 0.40 -1.43
0.79 0.32 0.35
0.31 -0.11 0.55
0.27 -0.57 0.99
0.15 0.42 0.16
0.66 0.19 -0.05
-0.56 1.68 -1.40
-0.37 -0.42 -0.21
-0.34 -2.68 -0.08
-1.44 1.27 -1.47
1.52 0.52 1.26
-0.20 -1.13 -1.98
-0.29 -0.23 -0.34
-1.94 1.97 -3.82
0.44 -0.10 0.27
-0.73 0.02 0.26
0.55 -1.55 1.39



(3)
A molecular structure, C6H10F6N2O8S3V. Source: the Open Molecules 2025 dataset; level of theory: ωB97M-V with the def2-TZVPD basis set.

## Properties
**HOMO energy (spin up / spin down)**: -13.40 / -15.08 eV
**Charge**: +1
**Multiplicity**: 3
**Kohn-Sham gap (spin up / spin down)**: 0.3419 / 0.4205 Ha
**Energy**: -100231.7260 eV
**ΔE to the lowest compared entry with this formula, charge and spin**: 136.12 kJ/mol

Atoms and positions in Å:
V1 1.2976 0.0143 -0.1675
F1 0.3690 1.5819 4.1648
C1 0.8210 0.7184 3.2856
F2 -0.1169 0.6012 2.2979
F3 0.9334 -0.4813 3.8259
S1 2.4189 1.1667 2.3805
O1 2.3259 0.1414 1.3273
O2 3.5077 1.0711 3.2582
N1 2.1764 2.5944 1.7969
S2 1.4721 2.8704 0.4230
O3 0.5259 1.7956 0.0954
O4 0.9753 4.1765 0.2868
C2 2.8144 2.6076 -0.8804
F4 3.7077 3.5643 -0.8779
F5 3.4438 1.4235 -0.6519
F6 2.2438 2.5087 -2.0739
O5 3.2452 -1.4684 -2.5724
N2 2.4718 -1.1150 -1.7660
O6 2.2747 -1.6475 -0.6691
O7 1.7341 -0.0872 -1.9277
C3 -3.9517 0.1942 -1.5586
C4 -2.5860 -0.4622 -1.6396
S3 -1.8176 -0.4544 0.0382
O8 -0.3183 -0.6161 -0.3187
C5 -2.0804 -2.1912 0.6183
C6 -1.5517 -3.2134 -0.3667
H1 -4.4211 0.1685 -2.5392
H2 -3.8666 1.2305 -1.2489
H3 -4.5996 -0.3177 -0.8520
H4 -1.9045 0.1180 -2.2645
H5 -2.6577 -1.4807 -2.0155
H6 -3.1372 -2.3269 0.8441
H7 -1.5034 -2.2328 1.5450
H8 -2.2157 -3.3373 -1.2168
H9 -1.4811 -4.1836 0.1189
H10 -0.5491 -2.9313 -0.6980

Forces on the atoms, in the same order (eV/Å):
0.00 0.59 0.18
0.60 0.03 -0.23
-0.62 -0.28 -0.30
0.14 0.12 0.37
0.38 0.11 0.16
-1.01 1.21 1.26
1.51 -0.95 1.55
0.34 -0.05 0.24
0.17 0.03 0.06
0.75 0.54 -0.06
-0.45 0.43 -0.46
0.04 0.48 0.05
0.13 0.21 -0.46
-0.22 -0.04 0.23
-0.07 0.27 0.31
-0.08 0.39 0.28
0.43 -0.28 -0.59
1.45 -1.35 -1.98
0.14 -1.55 1.85
-0.37 1.79 -2.46
0.02 0.07 0.12
-0.10 0.16 0.42
-0.77 -0.91 -0.55
-2.37 -1.48 -0.09
0.03 0.24 -0.13
0.11 0.07 -0.11
-0.04 -0.04 -0.01
-0.03 0.16 0.02
-0.16 -0.08 0.01
0.11 -0.08 0.15
0.26 0.02 0.12
-0.05 0.19 0.06
-0.16 0.22 0.06
0.05 -0.02 -0.12
-0.01 -0.01 0.13
-0.17 -0.18 -0.06



Q: energy of number 1 (C6H10F3N4O)?
A: -22535.2711 eV



Please write out number 1 again, unchanged.
A gas-phase ion, C6H10F3N4O (charge +1). Source: the Open Molecules 2025 dataset; level of theory: ωB97M-V with the def2-TZVPD basis set.

## Properties
**HOMO energy**: -14.37 eV
**Charge**: +1
**Multiplicity**: 1
**Kohn-Sham gap**: 0.3677 Ha
**Energy**: -22535.2711 eV

Atoms and positions in Å:
C1 -0.3823 -1.8983 1.8856
C2 -0.1039 -0.3214 1.8079
O1 1.2758 -0.1058 1.4471
C3 -1.0636 0.3622 0.6864
N1 -0.2981 0.3387 -0.5909
C4 -0.2385 -0.7516 -1.5059
N2 -0.8280 -1.9653 -1.4859
N3 0.5903 -0.4381 -2.6651
C5 0.9763 0.8946 -2.3461
N4 0.4474 1.3504 -1.0909
C6 0.7155 2.7052 -0.6125
F1 -0.0918 3.6451 -1.2876
F2 0.6894 2.8522 0.7611
F3 2.0341 3.0178 -1.0160
H1 -0.0136 -2.4406 0.9505
H2 -1.4970 -2.1047 1.9905
H3 0.1584 -2.3719 2.7781
H4 -0.2609 0.1484 2.8439
H5 1.8448 -0.7763 1.8716
H6 -1.3722 1.4207 0.9957
H7 -2.0048 -0.2646 0.6035
H8 -0.3414 -2.8658 -1.4931
H9 -1.8606 -1.9762 -1.5012
H10 1.6247 1.5449 -3.0266

Forces on the atoms, in the same order (eV/Å):
-0.05 0.01 0.12
-0.01 -1.16 0.71
-0.66 -0.06 -0.06
0.57 -0.08 1.72
-1.44 -2.75 -1.36
2.66 2.36 -2.27
-1.85 0.29 1.08
-0.65 4.85 4.98
-0.89 -2.44 0.16
1.55 -0.75 -3.28
1.79 2.63 0.04
1.47 -2.39 2.12
-0.69 -0.53 -3.27
-2.94 -0.90 0.80
-0.47 0.94 1.23
1.41 0.24 -0.01
-0.80 0.83 -1.18
-0.23 -0.56 -1.60
-0.55 0.44 -0.17
0.64 -1.48 -0.81
1.26 0.83 -0.25
-0.06 0.93 -0.33
1.05 -0.28 0.28
-1.10 -0.97 1.38